# 1
24
Properties=species:S:1:pos:R:3:forces:R:3:mulliken_charge:R:1 method="wB97M-V/def2-TZVPD" lumo_energy_ev=-4.1 charge=+1 e_homo_ha=-0.4987
C -0.410711 3.596748 2.807656 -1.459 0.379 0.366 -1.1176
C -1.485941 2.532773 2.556532 1.348 -0.068 -0.136 -0.4028
C -0.980975 0.151458 2.478588 -0.286 -1.609 0.543 -0.1261
N -0.776271 1.307736 2.035376 -0.627 0.984 0.952 0.0902
H 0.259283 3.278821 3.603109 0.478 -0.166 -0.456 0.3419
H 0.017856 3.934756 1.868563 0.525 -0.079 0.197 0.3780
H -0.930991 4.449603 3.260906 0.064 0.023 -0.307 0.3477
H -2.005752 2.347338 3.493644 -0.133 -0.558 -0.236 0.3750
H -2.167058 2.786852 1.755438 -0.264 0.312 0.014 0.2966
H -0.532808 -0.781245 2.148994 0.609 0.540 -0.671 0.2819
H -1.677566 -0.073866 3.284695 -0.175 0.804 -0.035 0.2494
H -0.097640 1.528540 1.294877 -0.054 -0.655 -0.522 0.3077
H 0.841557 -4.762654 -4.286139 0.070 0.264 0.494 0.3105
H 1.822436 -5.680481 -3.670575 0.081 0.204 0.442 0.3213
O 1.346801 -4.861744 -3.460077 -0.127 -0.461 -0.938 -0.6305
H -2.485217 -2.261607 -2.763365 0.926 0.190 -0.188 0.3243
H -1.290372 -2.398713 -3.713348 0.186 -0.361 -0.731 0.3142
O -1.541391 -2.021659 -2.882456 -1.107 0.225 0.962 -0.6350
H 0.863343 0.370400 -0.814559 0.403 0.024 -0.258 0.3363
H 0.006387 1.551521 -1.374841 0.060 -0.146 -0.174 0.2867
O 0.360806 1.158278 -0.574859 -0.309 0.236 0.694 -0.6411
H 3.607750 0.009907 -0.998796 -0.887 -0.837 -0.102 0.3190
H 2.816243 -1.320802 -1.377366 0.400 -0.015 -0.147 0.3314
O 2.764619 -0.488010 -0.903329 0.279 0.771 0.237 -0.6590



# 2
24
Properties=species:S:1:pos:R:3:forces:R:3:mulliken_charge:R:1 method="wB97M-V/def2-TZVPD" lumo_energy_ev=-2.8 charge=+1 e_homo_ha=-0.5205
C 1.117745 1.565595 0.807868 -0.280 1.154 0.703 -0.7021
C 2.112577 0.423697 0.530993 -0.073 -0.103 1.061 -0.3582
C 1.806119 -0.360775 -0.706714 1.176 -2.476 -1.705 -0.4386
O 1.353264 0.364105 -1.802337 1.223 2.676 -3.074 -0.5339
N -0.404949 1.093956 0.666419 5.554 -1.921 -0.480 -0.2606
H 1.052545 2.503044 0.245112 0.797 -0.601 -0.859 0.4190
H 1.431530 2.013174 1.783146 -1.155 -0.887 -0.097 0.3422
H 3.203246 0.728961 0.538666 -1.445 0.126 0.228 0.3465
H 1.925624 -0.273330 1.410431 0.667 0.633 -0.943 0.2440
H 2.747439 -0.924271 -1.121038 -1.742 0.407 1.513 0.4243
H 0.930508 -1.040611 -0.583201 0.998 -0.096 0.525 0.1818
H 2.103194 0.665184 -2.452783 -2.056 -0.858 2.134 0.3238
H -0.562712 0.137364 1.120015 0.026 1.081 -1.690 0.3919
H -0.522169 1.202060 -0.373575 -0.748 -0.959 1.400 0.3341
H -0.935877 1.686927 1.190198 -2.205 2.309 1.308 0.3032
H -2.410493 -0.639486 -0.376184 -0.818 -1.357 -2.740 0.2903
H -2.548358 -0.866269 1.169693 -2.148 -3.347 3.382 0.2717
O -2.254165 -0.393428 0.484942 1.904 4.228 -0.527 -0.5265
H -1.059903 0.271784 -2.602553 0.288 0.005 -0.419 0.2862
H -2.549417 -0.202834 -2.611743 0.670 0.180 0.083 0.2842
O -1.734848 -0.154325 -2.077724 -0.848 -0.166 -0.037 -0.6280
H -1.196312 -2.679706 1.574054 -1.748 -3.853 -2.480 0.2976
H -0.936087 -2.302046 3.098401 0.155 0.512 -3.470 0.3184
O -0.871346 -2.029944 2.086813 1.811 3.312 6.185 -0.6114



# 3
23
Properties=species:S:1:pos:R:3:forces:R:3:mulliken_charge:R:1 method="wB97M-V/def2-TZVPD" lumo_energy_ev=0.2 smiles=CCC.O.O.O.O e_homo_ha=-0.4011
C 0.138160 2.363489 0.220477 0.192 0.433 -0.483 -1.2134
C -0.205641 0.967613 -0.245260 -0.300 -0.870 0.403 -0.1723
C 0.593062 -0.059613 0.578848 -0.772 -0.819 -1.219 -1.0184
H 1.154217 2.667519 -0.052188 0.119 -0.272 0.147 0.2834
H -0.483820 3.145363 -0.220362 -0.266 -0.133 0.173 0.3685
H 0.056220 2.365351 1.306307 -0.055 0.303 0.019 0.2950
H -1.264943 0.760343 -0.051428 0.015 0.234 0.129 0.2962
H -0.115179 0.755335 -1.314125 0.381 0.372 -0.037 0.3422
H 0.276537 -1.070814 0.281896 -0.107 0.058 0.053 0.0025
H 0.327227 0.028166 1.627882 0.614 0.216 0.169 0.3800
H 1.645325 -0.071804 0.297340 0.238 0.446 0.649 0.4293
H 2.378935 1.118469 -1.797490 0.560 -0.025 -0.403 0.3549
H 2.093517 -0.276787 -2.115528 -0.436 -1.072 -0.288 0.3369
O 2.752070 0.380561 -2.313203 -0.086 1.168 0.587 -0.6639
H 1.020308 -2.499006 -3.025701 0.007 -0.159 -0.501 0.2676
H 1.437844 -2.523574 -1.560835 -0.308 0.520 -0.527 0.3280
O 1.040862 -1.948099 -2.247483 0.246 -0.427 1.120 -0.6267
H -2.510220 -2.527985 1.606736 0.019 0.451 -0.137 0.3048
H -1.796350 -1.814546 0.441601 -0.488 0.253 0.625 0.3170
O -2.408698 -1.655419 1.190627 0.400 -0.715 -0.523 -0.6728
H -2.110894 -0.131252 2.298140 -0.051 -0.331 -0.216 0.3569
H -2.533603 1.162517 2.994885 0.227 -0.127 -0.010 0.3172
O -1.780026 0.572181 2.864971 -0.150 0.495 0.269 -0.6130



# 4
24
Properties=species:S:1:pos:R:3:forces:R:3:mulliken_charge:R:1 method="wB97M-V/def2-TZVPD" lumo_energy_ev="2.9 / 2.9" charge=-1 e_homo_ha="0.0133 / -0.2287" spin_multiplicity=2
C 1.600957 0.339520 0.704989 1.138 -0.287 1.302 -1.4266
C 0.642581 -0.565609 1.460654 -1.382 -0.498 -0.868 -0.2492
C 0.955416 -2.051058 1.292353 0.785 0.275 -0.417 -1.0793
S -0.415709 -3.211661 1.382950 -0.294 -0.050 0.237 -0.3489
H 1.205408 1.350341 0.649297 -0.048 -0.049 -0.528 0.0072
H 2.010037 -0.097396 -0.202765 -0.847 0.230 -0.547 0.5026
H 2.520032 0.413875 1.289335 0.180 0.260 0.369 0.4296
H 0.469520 -0.254038 2.485551 0.358 0.000 0.358 0.4896
H -0.349880 -0.465027 1.004257 0.079 0.182 -0.085 0.2201
H 1.829408 -2.415300 1.835353 -0.159 0.112 0.370 0.4956
H 1.230682 -2.136687 0.246273 0.059 -0.196 -0.281 0.1758
H -1.025483 -2.730155 2.476435 0.082 0.000 0.088 0.0980
H -0.805662 -2.151227 -1.563306 -0.186 0.059 -0.032 0.0970
H 0.105692 -1.734681 -2.722386 0.018 -0.158 0.070 -0.2396
O 0.031443 -1.693651 -1.742571 0.450 -0.040 -0.106 0.1058
H -2.806235 1.702963 0.497421 -0.460 -0.608 -0.903 0.2734
H -1.751428 1.368624 -0.858016 -1.089 -0.315 0.142 0.3868
O -1.969266 1.718915 0.045002 1.501 0.933 0.862 -0.8891
H 0.516952 3.314387 -0.350870 -0.171 -0.061 -0.049 0.3283
H -0.966057 3.364688 0.040318 0.179 -0.274 -0.257 0.3782
O -0.227413 3.918606 -0.270486 0.046 0.327 0.203 -0.7507
H -0.405190 0.151798 -2.270598 -0.610 -0.024 0.247 0.1593
H -1.190872 1.134337 -3.153424 -0.094 0.055 0.021 0.4772
O -1.204922 0.728432 -2.275769 0.465 0.127 -0.197 -0.6409



# 5
24
Properties=species:S:1:pos:R:3:forces:R:3:mulliken_charge:R:1 method="wB97M-V/def2-TZVPD" lumo_energy_ev=0.3 smiles=CO.CO.CO.O.O e_homo_ha=-0.3780
C 0.561578 -3.705239 -1.948782 0.035 0.216 -0.352 -0.3527
O 0.946852 -3.549896 -3.326294 -0.558 -0.081 0.192 -0.5235
H -0.459913 -4.085228 -1.965595 0.146 -0.105 -0.072 0.2207
H 1.190436 -4.383776 -1.372387 0.134 -0.184 -0.241 0.3228
H 0.515734 -2.764960 -1.399343 0.133 0.251 -0.139 0.0709
H 1.872469 -3.353626 -3.488501 0.059 -0.024 0.614 0.2877
C 1.585169 1.545853 2.697209 1.415 1.415 1.702 -0.6625
O 1.217316 0.402243 2.065077 -0.978 -2.220 -0.941 -0.4853
H 2.033935 1.332464 3.667353 0.045 -0.171 0.361 0.3007
H 2.410003 1.987363 2.137912 -0.368 0.989 -0.129 0.2821
H 0.733065 2.171573 2.962727 0.050 0.203 -0.761 0.2632
H 1.925459 -0.234014 2.188808 -0.145 -0.214 -0.145 0.2627
C -1.596090 2.638598 1.082052 0.965 0.021 -1.269 -0.5686
O -1.911411 3.702444 1.915350 -0.485 0.655 1.392 -0.5427
H -0.583023 2.750608 0.695738 0.302 -0.123 -0.049 0.2580
H -1.603638 1.676643 1.594573 -0.491 0.195 0.084 0.2060
H -2.227203 2.666320 0.193781 -0.303 -0.530 0.045 0.3362
H -1.433046 4.503447 1.689178 0.016 -0.223 -0.199 0.3091
O -1.881282 -0.929667 -3.283050 -0.173 0.010 -0.111 -0.6245
H -1.071717 -1.248571 -3.681953 0.224 -0.230 -0.161 0.3131
H -1.590086 -0.338434 -2.588870 -0.060 0.133 0.319 0.3071
O -0.582600 -0.371000 0.001588 -0.511 -0.236 -0.490 -0.6130
H 0.094846 -0.252199 -0.664130 0.208 0.045 -0.073 0.2648
H -0.146855 -0.160948 0.827558 0.339 0.208 0.425 0.3677



# 6
24
Properties=species:S:1:pos:R:3:forces:R:3:mulliken_charge:R:1 method="wB97M-V/def2-TZVPD" lumo_energy_ev=0.3 smiles=CCCO.O.O.O.O e_homo_ha=-0.3881
C 1.873563 -0.408862 -0.618038 -0.536 -1.616 0.513 -0.5413
O 0.942699 -1.539169 -0.739130 -0.088 0.614 -0.467 -0.5335
C 1.273859 0.519748 0.444239 1.423 1.011 -1.595 0.0158
C 1.631662 1.978233 0.029581 0.146 0.587 0.552 -1.1640
H 2.792955 -0.981671 -0.404693 0.275 1.254 0.382 0.2549
H 2.000292 0.169510 -1.533012 -0.235 -0.449 -0.321 0.3953
H 1.294379 -2.107039 -1.434279 -0.169 -0.108 0.112 0.2715
H 0.221839 0.545608 0.238352 -0.778 -0.936 0.637 0.0775
H 1.597215 0.209874 1.432827 -0.425 0.347 0.137 0.4364
H 0.735826 2.570073 -0.183284 -0.056 -0.357 -0.268 0.2978
H 2.096771 2.597467 0.798349 0.435 -0.376 0.053 0.3157
H 2.252258 1.978340 -0.873614 -0.013 0.269 0.321 0.2860
H -1.275999 0.402275 -2.673355 0.068 0.181 -0.674 0.3005
H -2.534720 0.548677 -1.985789 -0.599 0.452 -0.366 0.3588
O -2.166658 0.726482 -2.875979 0.593 -0.587 0.965 -0.6423
H -3.264247 1.705693 0.067294 -0.038 0.057 -0.474 0.2959
H -3.262432 0.276217 0.501166 0.292 -0.315 -0.537 0.3376
O -3.289679 0.816406 -0.309872 -0.269 0.355 0.923 -0.6626
H -1.885530 -1.789409 0.464562 -0.332 0.223 -0.051 0.3081
H -1.308848 -1.172656 1.687979 -0.146 0.143 0.448 0.3467
O -2.123568 -1.169113 1.169425 0.454 -0.546 -0.104 -0.6414
H 0.689107 -1.619328 1.554834 0.245 -0.270 -0.023 0.2402
H 1.050825 -2.556736 2.724024 -0.121 0.064 -0.080 0.3017
O 0.658433 -1.700622 2.518414 -0.128 0.002 -0.082 -0.6555



# 7
25
Properties=species:S:1:pos:R:3:forces:R:3:mulliken_charge:R:1 method="wB97M-V/def2-TZVPD" lumo_energy_ev="-3.2 / -8.0" charge=+1 e_homo_ha="-0.5027 / -0.5027" spin_multiplicity=2
C -2.117398 -1.790662 0.348621 -0.171 0.113 -2.554 -0.9050
N -0.765619 -1.226711 0.045020 -1.328 -0.423 5.144 0.2389
C -0.659145 0.198842 0.375006 -0.113 -0.137 -2.128 -0.7381
C 0.229499 -2.112373 0.648381 1.406 -0.462 -1.715 -0.7958
H -2.883386 -1.022651 0.352819 0.103 0.104 0.161 0.4511
H -2.091219 -2.420318 1.213935 0.117 0.096 0.718 0.3607
H -2.366728 -2.476644 -0.472552 -0.055 -0.019 0.030 0.3702
H -1.027440 0.707399 -0.528103 0.267 0.327 0.080 0.4414
H -1.403268 0.468790 1.124462 0.334 -0.233 0.425 0.3424
H 0.374800 0.454456 0.556062 -0.063 0.257 0.184 0.1708
H 0.905314 -1.723187 1.411097 -0.425 0.834 -0.143 0.2382
H 0.875082 -2.359000 -0.204259 0.287 -0.314 0.109 0.3678
H -0.172976 -3.034304 1.039508 -0.404 -0.119 -0.251 0.3980
H 1.812772 0.367758 2.673135 0.000 -0.005 -0.064 0.2916
H 2.086524 1.360795 3.742858 -0.106 0.408 -0.061 0.3185
O 1.657720 1.296453 2.877991 0.163 -0.474 0.012 -0.5974
H 2.229939 1.964664 0.429932 -0.219 0.300 0.116 0.3010
H 2.993502 2.299619 -0.807876 -0.093 0.172 -0.284 0.3082
O 2.086848 2.262979 -0.479271 0.276 -0.487 0.291 -0.5858
H -1.141886 -1.565357 -2.119194 -0.207 0.486 0.001 0.2948
H -0.217500 -0.645259 -3.029615 -0.276 0.082 0.236 0.3301
O -0.619511 -1.512616 -2.914454 0.465 -0.519 -0.393 -0.5943
H 0.658078 2.989547 -2.149957 0.157 0.170 0.036 0.2926
H -0.483132 3.856525 -1.674111 0.032 0.202 -0.081 0.3074
O 0.039136 3.661250 -2.459431 -0.150 -0.358 0.133 -0.6075



# 8
27
Properties=species:S:1:pos:R:3:forces:R:3:mulliken_charge:R:1 method="wB97M-V/def2-TZVPD" lumo_energy_ev=0.7 smiles=NC(CO)CO.O.O.O.O e_homo_ha=-0.3499
C -1.043199 1.216401 -1.053073 -0.329 -0.488 1.383 -0.9246
O -1.556399 1.105230 0.292909 0.153 0.479 -0.084 -0.4943
C 0.413000 0.777144 -1.047123 0.234 0.171 -0.477 0.5845
C 0.715086 -0.503479 -0.249209 1.126 0.379 -0.463 -0.3174
O 1.535832 -0.239874 0.891323 -0.379 0.050 0.527 -0.4971
N 0.977040 0.661239 -2.403804 0.406 -0.168 0.694 -0.6315
H -1.683814 0.593980 -1.661322 0.147 -0.216 -0.575 0.2915
H -1.134337 2.251627 -1.367230 -0.010 0.151 -0.050 0.3201
H -2.064943 0.288263 0.351529 -0.080 0.107 -0.181 0.3438
H 1.005404 1.539407 -0.533298 -0.217 0.193 0.005 0.2551
H 1.328166 -1.103963 -0.910358 -0.194 -0.522 -0.315 0.3650
H -0.156671 -1.062033 0.050674 -0.071 0.021 0.206 -0.0434
H 2.354700 0.188028 0.605955 -0.088 -0.033 -0.202 0.3701
H 0.451271 0.020853 -2.976460 -0.041 0.175 -0.302 0.2185
H 1.188633 1.535237 -2.857316 -0.530 0.062 -0.233 0.2283
H 2.878429 1.440464 -1.521988 0.143 -0.181 -0.027 0.3235
H 3.994023 0.433418 -1.420661 0.063 0.042 -0.017 0.3443
O 3.699754 1.268826 -1.040934 -0.137 -0.088 0.113 -0.6825
H -0.948721 -1.447616 2.117611 -0.412 -0.125 -0.112 0.4612
H -2.059459 -2.221045 2.744989 -0.260 -0.156 -0.187 0.2887
O -1.602934 -2.157791 1.898616 0.511 0.160 0.328 -0.7180
H -0.473895 0.761015 2.268084 -0.373 -0.109 -0.155 0.3295
H 0.467843 -0.154856 2.972162 -0.072 -0.044 0.033 0.3284
O -0.481009 0.027324 2.902888 0.631 0.297 0.109 -0.7208
H -2.827291 -2.424820 -0.879477 -0.098 0.162 -0.204 0.3248
H -2.127194 -1.773778 0.274858 -0.138 -0.137 0.263 0.2869
O -2.461404 -1.572750 -0.619031 0.016 -0.184 -0.077 -0.6348



What are the maximum force values for these records? In order: 1.72, 7.25, 1.66, 1.97, 2.63, 2.36, 5.33, 1.50 eV Å⁻¹.